No. 1
{
  "formula": "C33H24N2RuS7",
  "method": "the ωB97M-V functional and the def2-TZVPD basis",
  "total_charge": -1,
  "spin_multiplicity": 6,
  "s_squared": 8.813,
  "relative_energy_kcal_mol": 26.79,
  "gap_ev": [4.7977, 6.0137],
  "elements": ["Ru", "S", "C", "C", "C", "C", "C", "C", "N", "C", "C", "C", "C", "C", "C", "C", "C", "N", "C", "C", "C", "C", "C", "S", "C", "H", "H", "H", "H", "H", "H", "H", "H", "H", "H", "H", "H", "S", "C", "S", "C", "C", "S", "S", "S", "C", "C", "C", "C", "C", "C", "C", "C", "C", "C", "H", "H", "H", "H", "H", "H", "H", "H", "H", "H", "H", "H"],
  "xyz": [[-0.962199, -0.863472, 0.862233], [5.265201, 2.948128, -0.043067], [6.718601, 2.033828, 0.106633], [6.471001, 0.719128, 0.349033], [5.098901, 0.421328, 0.412433], [4.286401, 1.517028, 0.211733], [2.859601, 1.590928, 0.139633], [2.081201, 0.418328, 0.166133], [0.781801, 0.397028, -0.009567], [0.100801, 1.567428, -0.220567], [0.789601, 2.816728, -0.175567], [0.017701, 4.007328, -0.289867], [-1.328799, 3.960328, -0.445367], [-2.036099, 2.725028, -0.513667], [-3.421499, 2.650328, -0.558467], [-4.066799, 1.401028, -0.572267], [-3.246499, 0.264728, -0.696167], [-1.920799, 0.291928, -0.614867], [-1.290099, 1.512328, -0.459967], [-5.490499, 1.302328, -0.426267], [-6.277899, 0.193028, -0.220567], [-7.632299, 0.494728, 0.000833], [-7.893399, 1.827928, -0.040767], [-6.474199, 2.750728, -0.356467], [2.167901, 2.808228, 0.004133], [7.665401, 2.524728, -0.006067], [7.247101, -0.017972, 0.476833], [4.718901, -0.565172, 0.604233], [2.545301, -0.542672, 0.330333], [0.534601, 4.955828, -0.232267], [-1.909199, 4.871728, -0.486567], [-4.010899, 3.554528, -0.539367], [-3.682199, -0.714372, -0.854267], [-5.887799, -0.808972, -0.197167], [-8.387999, -0.247972, 0.195833], [-8.827899, 2.331528, 0.106433], [2.716401, 3.739528, 0.038133], [0.329001, 3.405428, 6.319633], [-0.070399, 2.284628, 5.191933], [-1.619699, 2.265028, 4.385233], [-1.336999, 0.827928, 3.414833], [-0.112199, 0.223728, 3.559133], [0.371801, -1.247172, 2.802633], [0.997501, 0.995928, 4.677733], [-2.607599, 0.238128, 2.444833], [-0.672899, -2.152972, -2.343367], [-0.103099, -3.054872, -1.237567], [-0.483399, -4.512472, -1.559967], [-0.690199, -2.675472, 0.084233], [1.420001, -2.944172, -1.159367], [2.135401, -2.011872, -1.906667], [3.516701, -1.948372, -1.839367], [4.220501, -2.824272, -1.034667], [3.521901, -3.742872, -0.270967], [2.142401, -3.792872, -0.324267], [-1.748199, -2.304572, -2.404567], [-0.232199, -2.400572, -3.308767], [-0.496299, -1.101372, -2.110667], [-1.565699, -4.602572, -1.609367], [-0.116899, -5.191972, -0.796367], [-0.057599, -4.810472, -2.515567], [-0.704699, -3.507672, 0.807233], [1.620901, -1.312172, -2.545567], [4.044001, -1.208972, -2.427567], [5.298801, -2.784672, -0.994167], [4.054701, -4.429972, 0.368833], [1.625101, -4.515572, 0.287133]],
  "forces_ev_per_a": [[-0.01, -0.50, 1.66], [0.02, -0.77, 0.07], [-0.13, 0.17, -0.03], [0.35, 0.27, -0.05], [-0.61, 0.37, 0.00], [1.17, 0.08, 0.05], [-1.03, 0.11, -0.09], [0.01, 0.25, 0.01], [-0.24, 0.20, -0.12], [-0.15, 0.17, -0.26], [0.44, -0.35, 0.17], [-0.61, 0.33, -0.13], [0.69, 0.45, 0.15], [-0.64, -0.61, -0.01], [0.72, 0.14, 0.08], [0.93, -0.78, -0.45], [-0.76, 0.66, 0.06], [0.11, -0.04, -0.40], [0.36, 0.75, -0.07], [-0.84, 0.03, 0.05], [0.50, 0.20, -0.11], [-0.39, 0.24, -0.02], [0.16, 0.17, -0.06], [0.03, -0.73, 0.05], [-0.34, -0.50, -0.07], [0.20, 0.06, 0.04], [0.10, -0.05, 0.01], [-0.11, -0.17, 0.01], [0.04, -0.11, 0.09], [-0.01, 0.10, 0.01], [0.00, 0.11, -0.04], [0.05, 0.19, 0.02], [-0.02, -0.07, 0.18], [0.12, -0.15, 0.04], [-0.10, -0.08, 0.02], [-0.22, 0.06, 0.02], [-0.06, 0.16, -0.01], [0.12, 0.17, 0.14], [-0.07, -0.35, -0.22], [0.82, -0.36, 0.05], [0.88, -0.15, 0.51], [-0.49, 0.70, 0.34], [-0.32, -0.41, -1.00], [-0.64, 0.50, 0.09], [-0.06, -0.32, -0.62], [0.21, -0.08, 0.18], [0.08, 0.12, -0.33], [0.07, 0.25, 0.02], [-0.24, -0.36, 0.66], [0.00, 0.09, -0.23], [-0.07, -0.11, -0.02], [0.15, 0.04, -0.16], [0.09, 0.07, -0.01], [0.05, -0.08, 0.11], [-0.02, -0.02, -0.04], [-0.12, 0.02, 0.02], [0.03, 0.01, -0.14], [-0.04, -0.10, -0.14], [-0.14, -0.03, 0.00], [0.00, -0.11, 0.09], [0.05, -0.07, -0.17], [-0.12, 0.23, -0.13], [-0.08, 0.03, -0.04], [0.04, 0.06, -0.01], [0.12, 0.01, 0.01], [0.07, -0.07, 0.11], [-0.11, -0.06, 0.10]],
  "nbo_charge": [0.86, 0.39, -0.43, -0.25, -0.27, -0.19, -0.12, 0.13, -0.51, 0.10, -0.09, -0.18, -0.18, -0.07, -0.19, -0.18, 0.12, -0.56, 0.17, -0.16, -0.27, -0.25, -0.44, 0.39, -0.15, 0.23, 0.22, 0.23, 0.21, 0.21, 0.21, 0.21, 0.20, 0.22, 0.21, 0.23, 0.21, -0.12, -0.55, 0.46, -0.41, -0.47, -0.03, 0.45, -0.18, -0.61, -0.17, -0.59, -0.40, 0.00, -0.22, -0.21, -0.24, -0.23, -0.16, 0.21, 0.20, 0.23, 0.21, 0.20, 0.20, 0.16, 0.22, 0.21, 0.21, 0.20, 0.20]
}

No. 2
{
  "formula": "C33H25BrN6O7V",
  "method": "the ωB97M-V functional and the def2-TZVPD basis",
  "total_charge": -2,
  "spin_multiplicity": 4,
  "s_squared": 3.793,
  "relative_energy_kcal_mol": 0.00,
  "gap_ev": [4.4213, 6.7562],
  "elements": ["V", "Br", "C", "C", "C", "C", "O", "C", "C", "N", "C", "C", "C", "C", "C", "C", "C", "C", "N", "C", "C", "H", "H", "H", "H", "H", "H", "H", "H", "H", "H", "C", "C", "O", "C", "C", "C", "N", "N", "C", "O", "C", "C", "C", "C", "C", "C", "H", "H", "H", "H", "H", "H", "H", "H", "H", "H", "H", "H", "O", "C", "O", "C", "C", "N", "N", "C", "C", "O", "O", "H", "H", "H"],
  "xyz": [[-3.172093, -16.569665, 7.394508], [2.960434, -16.842515, 11.567488], [1.342121, -17.261402, 10.693731], [1.223306, -18.401953, 9.899657], [0.077877, -18.625043, 9.171956], [-1.014559, -17.717136, 9.135265], [-2.094036, -17.964230, 8.414843], [-0.879057, -16.619636, 9.997510], [-1.998334, -15.729815, 10.249879], [-3.073279, -15.781911, 9.586618], [-4.210655, -15.029174, 9.954191], [-4.345585, -14.199102, 11.079687], [-5.555702, -13.597094, 11.351750], [-6.675570, -13.845948, 10.571154], [-6.581542, -14.668561, 9.413492], [-7.649537, -14.955557, 8.554157], [-7.474408, -15.837380, 7.467856], [-6.227662, -16.380103, 7.245710], [-5.163202, -16.087471, 8.022143], [-5.313669, -15.259315, 9.112967], [0.328983, -16.349711, 10.689199], [2.044153, -19.108185, 9.818890], [0.031645, -19.481416, 8.498464], [-1.911659, -15.041854, 11.100073], [-3.516446, -13.979649, 11.735287], [-5.662106, -12.910428, 12.184817], [-7.665867, -13.449306, 10.788835], [-8.630665, -14.557998, 8.790608], [-8.335343, -16.098631, 6.875687], [-6.027314, -17.089769, 6.447733], [0.385647, -15.443765, 11.269728], [-4.467406, -20.336087, 5.387910], [-4.175402, -18.918507, 5.572266], [-4.016539, -18.474124, 6.756816], [-4.000509, -18.207376, 4.407839], [-3.903399, -16.797532, 4.364518], [-4.168713, -16.132915, 3.018996], [-3.664469, -16.052639, 5.410562], [-3.695947, -14.681014, 5.073386], [-3.349532, -13.993409, 6.142409], [-3.012796, -14.497133, 7.221194], [-3.311980, -12.404500, 6.210852], [-3.364752, -11.811328, 7.508757], [-3.382896, -10.432345, 7.618471], [-3.211193, -9.637779, 6.474870], [-3.154828, -10.214675, 5.218630], [-3.230514, -11.582650, 5.087645], [-5.228797, -20.714356, 6.094320], [-3.525905, -20.892110, 5.586508], [-4.810865, -20.535089, 4.375171], [-4.176970, -18.696990, 3.455828], [-4.375692, -16.869983, 2.247158], [-3.329803, -15.507555, 2.676499], [-5.036711, -15.447655, 3.096180], [-3.457657, -12.461818, 8.366793], [-3.476008, -10.000051, 8.607234], [-3.221644, -8.566610, 6.584464], [-3.145483, -9.590963, 4.342971], [-3.243443, -12.099333, 4.146113], [3.258280, -16.815278, 6.259337], [2.564070, -17.783324, 5.780662], [3.013034, -18.815960, 5.301312], [1.067756, -17.586632, 5.851757], [0.180143, -18.531515, 5.389106], [-1.047131, -18.071899, 5.647171], [-1.045154, -16.885698, 6.247837], [0.249044, -16.578851, 6.409093], [0.577913, -15.302288, 7.110161], [1.846100, -15.024078, 7.185698], [-0.307993, -14.606684, 7.553570], [2.463661, -15.790073, 6.826818], [0.381768, -19.492693, 4.931136], [-1.919295, -18.450447, 5.331490]],
  "forces_ev_per_a": [[0.21, 0.33, 0.87], [0.33, -0.07, 0.24], [-0.01, 0.08, -0.70], [0.15, -0.29, 0.01], [-0.21, -0.18, -0.78], [-0.48, -0.68, -0.02], [0.80, 0.27, 0.46], [0.32, 1.10, 0.43], [0.89, -0.03, 0.45], [-1.15, 0.43, -0.86], [0.06, -0.59, -0.40], [0.33, 0.16, -0.01], [-0.64, 0.12, 0.03], [-0.27, -0.31, -0.66], [0.32, 0.14, 0.34], [-0.15, -0.29, -0.11], [0.16, 0.21, 0.57], [-0.25, 0.03, 0.03], [0.46, 0.03, 0.15], [-0.19, -0.18, -0.45], [-1.16, -0.38, 0.04], [-0.06, 0.10, 0.07], [-0.03, 0.09, 0.22], [0.13, -0.15, -0.13], [0.16, -0.08, -0.04], [0.16, -0.10, 0.11], [0.26, 0.18, 0.16], [0.00, 0.07, -0.08], [0.03, -0.14, -0.31], [-0.12, 0.19, 0.06], [0.07, 0.17, 0.11], [-0.17, -2.08, 0.59], [0.45, 1.07, 0.25], [0.06, 0.42, -0.12], [-0.34, 0.13, -0.31], [0.04, 1.03, -0.26], [-0.07, 0.43, 0.04], [-0.26, 0.06, -1.24], [0.13, 1.07, 0.79], [-0.21, 2.02, -1.34], [0.27, -1.66, 2.20], [-0.18, -1.04, 0.46], [-0.29, -0.63, -1.47], [0.54, -0.12, -0.36], [-0.50, -0.21, 0.61], [-0.23, 0.31, 0.20], [-0.09, -1.28, 0.59], [0.37, 0.26, -0.16], [-0.56, 0.04, -0.11], [0.11, -0.14, -0.01], [0.01, -0.03, 0.20], [-0.02, -0.22, 0.03], [-0.20, -0.19, 0.33], [0.47, -0.36, 0.07], [0.06, -0.01, 0.05], [0.02, 0.19, -0.07], [0.10, 0.28, -0.05], [0.21, 0.20, -0.25], [0.07, 0.12, -0.47], [-0.21, -0.33, -0.13], [0.35, 1.31, 0.73], [-0.08, -0.68, -0.39], [0.20, -0.52, -0.02], [0.27, -0.10, -0.07], [0.03, 0.04, -0.24], [0.24, 0.11, 0.26], [-0.58, -0.12, -0.23], [-0.16, -0.07, -0.01], [0.20, 0.57, 0.42], [0.24, 0.11, 0.10], [0.18, -0.28, -0.36], [-0.10, 0.27, 0.02], [-0.42, -0.19, -0.04]],
  "lowdin_spin": [1.95, 0.00, 0.00, 0.01, 0.00, 0.01, 0.02, 0.00, 0.07, -0.02, 0.08, 0.10, 0.03, 0.12, 0.01, 0.19, 0.07, 0.12, 0.11, 0.00, 0.01, 0.00, 0.00, 0.01, 0.01, 0.00, 0.01, 0.01, 0.00, 0.01, 0.00, 0.00, 0.01, 0.02, 0.00, 0.01, 0.00, -0.01, 0.00, 0.00, 0.01, 0.00, 0.00, 0.00, 0.00, 0.00, 0.00, 0.00, 0.00, 0.00, 0.00, 0.00, 0.00, 0.00, 0.00, 0.00, 0.00, 0.00, 0.00, 0.00, 0.00, 0.00, 0.00, 0.00, 0.00, 0.00, 0.00, 0.00, 0.00, 0.00, 0.00, 0.00, 0.00]
}

No. 3
{
  "formula": "C33H25FeN4OS",
  "method": "the ωB97M-V functional and the def2-TZVPD basis",
  "spin_multiplicity": 2,
  "s_squared": 0.802,
  "gap_ev": [5.8733, 6.2610],
  "elements": ["Fe", "C", "C", "N", "N", "C", "O", "C", "C", "C", "C", "C", "C", "C", "C", "C", "C", "C", "N", "H", "H", "H", "H", "H", "H", "H", "H", "H", "H", "H", "H", "S", "C", "C", "C", "C", "C", "C", "C", "C", "C", "N", "H", "H", "H", "H", "H", "H", "C", "C", "C", "C", "C", "C", "C", "C", "C", "C", "H", "H", "H", "H", "H", "H", "H"],
  "xyz": [[-0.295740, -0.498682, 0.033938], [-2.707011, 1.412208, 2.850350], [-1.883027, 0.451275, 2.056840], [-1.425413, 0.706791, 0.835981], [-1.692505, 1.893450, 0.198312], [-1.126141, 1.843315, -0.988529], [-0.433375, 0.847108, -1.424506], [-1.283961, 3.018629, -1.887843], [-2.024346, 4.134635, -1.504119], [-2.143172, 5.218962, -2.358239], [-1.526303, 5.200234, -3.603148], [-0.789879, 4.089769, -3.990344], [-0.668044, 3.003579, -3.135864], [-1.528292, -0.853895, 2.494708], [-1.905214, -1.404369, 3.735890], [-1.570695, -2.694371, 4.049151], [-0.852076, -3.463369, 3.116747], [-0.484780, -2.868755, 1.934207], [-0.778986, -1.603893, 1.604526], [-2.839637, 2.325250, 2.275331], [-2.223456, 1.666253, 3.797584], [-3.694014, 1.004405, 3.084635], [-2.500878, 4.133614, -0.533522], [-2.720202, 6.083101, -2.053821], [-1.621456, 6.048710, -4.269014], [-0.309064, 4.069881, -4.960429], [-0.095273, 2.129812, -3.418281], [-2.467860, -0.791499, 4.427773], [-1.863654, -3.119773, 5.000472], [-0.582821, -4.490874, 3.314522], [0.087410, -3.418838, 1.195651], [2.007496, -0.309142, -3.995127], [3.113014, 0.738333, -3.229207], [3.138490, 0.549280, -1.883833], [2.241715, -0.471574, -1.454091], [1.563580, -1.031996, -2.501039], [0.487379, -2.033465, -2.450961], [0.311014, -2.955742, -3.479447], [-0.744034, -3.846487, -3.423377], [-1.597213, -3.807483, -2.330741], [-1.349492, -2.878263, -1.339164], [-0.339423, -2.005418, -1.391605], [3.690406, 1.438960, -3.810116], [3.776270, 1.102635, -1.209600], [1.008365, -2.966362, -4.306206], [-0.896008, -4.564666, -4.218340], [-2.437738, -4.480457, -2.241392], [-1.981583, -2.808656, -0.463347], [1.399024, 1.704944, 3.185346], [1.291791, 2.171469, 1.860823], [1.543609, 1.335837, 0.807589], [1.928570, -0.009226, 1.033057], [2.175629, -0.918943, -0.045886], [2.578072, -2.203639, 0.249046], [2.739654, -2.641284, 1.577632], [2.496083, -1.790640, 2.614077], [2.076620, -0.462574, 2.371667], [1.790201, 0.422753, 3.434327], [1.171499, 2.373141, 4.006327], [0.977285, 3.189427, 1.672836], [1.434739, 1.687146, -0.208746], [2.800867, -2.881313, -0.566694], [3.063314, -3.656801, 1.767052], [2.612411, -2.120030, 3.639600], [1.878284, 0.057553, 4.450575]],
  "forces_ev_per_a": [[-0.61, -0.41, -0.27], [-0.06, -0.02, 0.04], [0.02, 0.62, -0.70], [0.21, -0.21, 0.59], [-0.11, -0.14, 0.31], [0.30, -0.38, -0.38], [-0.24, 0.54, 0.24], [0.00, 0.05, -0.02], [0.00, -0.02, 0.02], [0.00, 0.01, -0.01], [-0.01, -0.01, 0.01], [0.01, -0.01, 0.01], [0.01, -0.01, 0.00], [0.36, -0.77, 0.03], [-0.06, 0.37, -0.23], [0.23, -0.40, -0.18], [-0.24, 0.21, 0.35], [0.11, 0.08, -0.21], [-0.42, 0.51, 0.45], [0.01, -0.01, 0.00], [0.01, -0.01, -0.01], [-0.01, 0.00, 0.00], [0.00, 0.01, 0.00], [0.00, 0.00, 0.00], [0.00, 0.00, 0.00], [0.00, 0.00, 0.00], [0.00, 0.01, 0.00], [0.00, -0.01, 0.00], [0.00, 0.00, 0.00], [0.00, 0.00, 0.01], [-0.01, 0.04, 0.01], [-0.02, -0.01, -0.04], [0.01, 0.03, 0.00], [-0.04, 0.00, -0.08], [0.13, 0.17, -0.05], [-0.13, -0.13, 0.03], [0.00, 0.10, 0.00], [0.02, -0.01, -0.02], [-0.02, 0.02, 0.03], [0.01, -0.02, -0.06], [0.02, 0.01, 0.00], [0.21, -0.07, 0.01], [0.00, 0.00, 0.00], [0.00, -0.01, 0.01], [-0.01, -0.01, 0.00], [0.00, 0.00, 0.00], [0.00, 0.00, 0.00], [0.00, -0.01, 0.00], [-0.08, 0.19, -0.07], [-0.02, 0.08, 0.04], [0.01, 0.20, 0.04], [0.02, 0.03, -0.12], [0.29, -0.17, 0.16], [0.01, -0.22, 0.06], [0.00, 0.02, -0.22], [-0.03, 0.00, 0.14], [-0.04, -0.08, 0.06], [0.02, -0.16, 0.01], [0.01, 0.00, 0.00], [0.00, 0.00, -0.01], [0.05, 0.04, 0.01], [0.01, 0.01, 0.00], [0.01, -0.01, 0.00], [0.01, 0.00, 0.00], [0.01, 0.00, 0.00]],
  "nbo_charge": [0.82, -0.66, 0.09, -0.22, -0.45, 0.56, -0.75, -0.04, -0.20, -0.22, -0.21, -0.21, -0.21, 0.16, -0.24, -0.18, -0.30, 0.06, -0.50, 0.25, 0.21, 0.21, 0.23, 0.21, 0.21, 0.21, 0.23, 0.22, 0.22, 0.22, 0.20, 0.46, -0.40, -0.24, -0.07, -0.16, 0.19, -0.24, -0.15, -0.26, 0.06, -0.48, 0.24, 0.23, 0.23, 0.22, 0.23, 0.22, -0.20, -0.20, -0.22, 0.00, -0.09, -0.21, -0.21, -0.18, -0.07, -0.19, 0.21, 0.22, 0.24, 0.22, 0.22, 0.21, 0.21]
}